Record 1
C44H46BN9O4S4Tm | ωB97M-V/def2-TZVPD

⟨S²⟩: 2.00
max |F|: 4.28 eV/A
calculated total energy: -141518.2003 eV
gap between HOMO and LUMO (alpha / beta): 5.67 / 5.68 eV
total charge: -1
multiplicity: 3
LUMO level (alpha / beta): 1.14 / 1.14 eV

Structure (XYZ):
```
109
Properties=species:S:1:pos:R:3:forces:R:3:lowdin_charge:R:1
H -3.4012 4.7578 -2.7737 -0.821 0.512 0.126 0.088
H -1.8641 1.6642 -5.2738 -0.165 0.703 0.164 0.120
H 3.0920 0.5085 3.6467 0.778 -0.053 0.050 0.098
H -0.6994 -2.0113 -1.5259 1.031 -0.272 -0.957 0.045
H -3.4685 0.7223 -0.9266 -0.361 0.989 0.720 0.141
C -0.3544 2.8464 3.2821 0.555 0.496 0.206 -0.023
H -3.5976 -1.5487 0.8913 0.602 -1.173 0.222 0.106
H 4.3941 -2.9189 -2.4451 0.045 -0.227 0.246 0.060
C 0.1310 -0.8781 2.8376 1.625 1.310 0.455 -0.322
C 1.4329 -0.3668 2.6704 0.340 0.378 1.563 -0.025
S -0.7251 -1.1789 1.2980 3.931 -1.190 -0.996 0.783
C 2.2674 5.3839 0.2230 -0.031 1.263 1.247 -0.114
H -3.4457 3.7932 2.2766 0.130 -0.723 -0.880 0.128
C -1.4822 2.1025 2.9467 1.062 1.131 -0.585 -0.354
H 2.4614 -4.7779 2.3690 -0.203 -0.245 0.439 -0.001
C 2.5352 3.2793 -1.5581 0.485 0.087 0.326 -0.038
B 3.5646 -4.3553 2.1177 -0.181 -0.560 -0.472 -0.439
H -1.3612 -1.4463 4.1433 0.344 -0.107 0.755 0.107
C -1.3460 -3.6020 2.4249 0.549 -1.566 0.641 -0.055
H 1.5863 -2.7953 -4.0260 0.064 0.529 0.260 0.029
N -1.8235 0.0221 1.0995 -0.928 1.838 0.287 -0.370
C -2.7316 3.9550 -2.9551 1.127 1.602 0.535 -0.097
H 0.4421 2.9467 2.5431 -0.152 0.033 0.269 0.112
H -1.5415 -3.9785 -2.4949 -0.452 0.662 -0.290 0.104
C -2.3279 2.3768 5.1531 -1.214 0.249 -0.139 -0.046
N -0.0871 -2.2841 -2.3381 -2.317 -0.540 0.706 -0.079
C 3.4958 5.1556 -0.3412 0.409 -0.311 -1.766 -0.069
C -3.9325 1.5726 -0.3589 -0.374 -0.961 -1.300 -0.059
H -0.1907 -5.0826 -4.2463 -0.334 0.074 -0.320 0.101
C 1.3800 3.4288 -0.7676 0.765 -1.227 -0.637 -0.288
H -5.5933 1.7871 -1.7363 -0.073 -0.329 0.341 0.114
C 1.2153 4.5037 0.0875 -1.454 0.929 -0.493 -0.108
C 3.8339 0.7157 0.2908 2.040 -1.647 -1.969 -0.503
H 2.3814 -0.2844 6.0462 -0.421 -0.004 -1.211 0.115
H 2.1663 6.3400 0.7797 -0.208 -0.911 -0.137 0.112
O 4.3411 1.5237 1.0451 -0.945 -0.042 0.077 0.037
C -3.8652 3.2699 1.3918 -0.401 -0.397 0.214 -0.045
S -1.7070 1.5843 1.2646 2.788 -1.103 -3.061 0.947
H -3.6752 3.4054 -4.8043 0.749 0.184 0.229 0.116
C -3.9373 -3.6459 1.5111 0.422 0.812 -0.635 -0.085
C -2.1942 -4.6878 2.7739 -0.352 1.401 -0.983 -0.045
C -1.7108 3.7947 -2.0006 -1.585 0.683 0.201 -0.082
H 3.9148 -3.4923 2.8208 0.420 0.520 0.920 -0.010
C -0.2868 3.4842 4.5425 1.450 -0.631 -1.346 -0.050
H 2.8332 -4.9192 -2.3802 0.473 0.481 -0.226 0.095
C -2.4619 1.8346 3.8501 -1.250 -0.475 1.417 -0.088
N 0.7671 0.7355 -1.2714 -1.493 2.335 0.276 -0.330
H -1.3905 3.8668 6.3455 0.346 -0.171 -0.012 0.108
C 2.2103 -0.0652 3.8259 -1.847 -0.305 -0.268 -0.026
H -1.8184 -5.4344 3.4549 0.129 -0.293 -0.239 0.099
H 2.6844 2.4612 -2.2994 -0.409 0.562 0.761 0.135
N 2.8543 -3.2132 -0.2276 0.910 -0.728 2.068 0.030
C -1.8660 2.3456 -4.4097 3.220 -1.736 -0.729 -0.080
H 4.2926 5.8741 -0.1530 -0.022 -0.348 -0.121 0.105
C -0.7687 2.1713 -3.5310 -1.704 0.393 0.977 -0.013
C -0.5214 -3.6776 -2.7389 0.914 0.877 0.682 -0.229
S 3.3326 -0.2926 -5.7704 0.060 0.225 -0.436 0.503
H 3.8441 -2.6207 -3.9517 0.251 0.250 -0.538 0.043
C -3.3083 2.1412 0.7235 -0.207 1.493 1.644 -0.307
H 4.3499 -5.2323 1.8908 0.284 -0.266 0.276 -0.003
O 4.0144 -0.6926 -1.7461 1.006 0.662 -0.055 -0.216
C 3.2859 -4.4989 -3.3047 -0.047 -2.050 -0.098 -0.272
C -3.1388 -2.4755 1.3240 -1.132 -0.438 0.172 -0.067
N 1.5887 -0.4577 -3.5719 1.723 0.523 -2.631 -0.091
C -0.8334 2.7810 -2.2566 1.027 -1.360 -0.710 -0.290
H -4.0479 -5.6957 2.3284 -0.310 0.385 0.018 0.099
C 4.6281 0.3100 -1.2122 -0.576 1.850 0.426 -0.496
H -0.2671 -1.5801 -3.0546 -0.007 -0.304 -0.217 0.047
H -3.3233 1.2466 3.4729 0.491 0.232 0.869 0.135
C -1.3259 3.3286 5.4042 -1.336 -1.109 1.071 -0.092
C 1.7607 -0.4077 5.1182 0.928 0.036 0.337 -0.089
C 2.2948 -0.3150 -4.5402 -1.519 -0.828 2.737 -0.980
C 3.2748 -3.6810 0.7709 -1.589 1.306 -3.103 -0.214
C -2.7685 3.3102 -4.1784 -2.651 0.077 0.705 -0.115
C 0.5196 -0.9894 5.2707 -1.460 -0.437 -1.585 -0.085
H 4.1330 -5.1915 -3.5943 -0.509 0.603 0.412 0.107
H 0.0363 1.5204 -3.7828 0.368 -0.815 0.127 0.075
H 1.9597 -0.1578 1.7137 -0.733 -0.149 0.349 0.045
N 3.6647 -3.1250 -3.1057 -1.065 0.164 0.024 -0.006
H 0.6512 3.9469 4.8967 -0.724 0.142 -0.631 0.128
C -1.8155 -2.4958 1.7346 -1.416 -0.114 -0.052 -0.337
H -3.0515 2.1666 5.9939 0.666 0.179 -1.376 0.124
H -6.7434 3.4916 -0.3777 0.287 -0.295 0.205 0.116
S 0.2105 2.0515 -0.9582 1.434 -0.412 -0.664 0.780
O 5.5286 1.0233 -1.6886 -1.456 -1.470 1.033 0.000
H 1.6500 -5.6448 -4.3497 0.706 0.167 0.296 0.103
H 0.0516 -4.3124 -2.1034 0.699 -0.627 0.626 0.095
H 2.8047 -4.7956 -5.4064 -0.708 0.338 0.702 0.109
C -5.1373 3.6729 0.9969 -0.096 1.160 1.850 -0.093
N 1.2626 -3.6404 -4.4447 -1.610 -0.538 -0.917 -0.056
C 2.2209 -4.6996 -4.4339 1.218 0.147 -0.444 -0.237
H -0.8786 -3.5289 -4.8275 0.513 -0.111 -0.114 0.108
H -5.7092 4.4497 1.5711 0.975 -0.646 -0.569 0.128
H 4.4702 4.0718 -1.9694 0.341 -0.110 0.136 0.110
N -0.6046 2.4222 0.4378 -2.185 -1.020 2.097 -0.369
H 0.1951 4.8345 0.4086 1.112 -0.780 0.181 0.111
H 0.1805 -1.4785 6.1822 0.050 0.578 0.039 0.097
H -1.6732 4.4408 -1.0758 -0.179 -1.096 -1.060 0.127
C -0.1320 -3.9953 -4.1538 0.562 0.271 -0.152 -0.225
C -5.7837 3.0819 -0.0435 -0.933 0.096 -1.471 -0.102
Tm 1.9517 -1.2426 -1.2740 1.037 -0.390 -0.761 1.203
N 0.2781 -1.5564 0.2668 -2.857 0.534 2.330 -0.340
C -0.3230 -1.0960 4.1201 -0.641 -0.739 0.569 -0.091
O 2.8439 -0.1080 0.4523 0.951 1.242 -0.316 -0.248
H -0.2728 -3.7115 2.6669 -0.650 0.369 0.048 0.134
C -3.5081 -4.7590 2.2297 1.801 0.762 0.226 -0.073
C 3.5999 4.1694 -1.3457 -0.625 0.024 0.670 -0.030
C -5.1804 2.0856 -0.7766 1.129 -0.296 -0.201 -0.058
H -4.8614 -3.6374 0.9539 -0.402 -0.174 0.319 0.091
```
Positions in Å, forces in eV/Å.

=====

Record 2
C2H6NO3 | ωB97M-V/def2-TZVPD

max |F|: 2.99 eV/A
calculated total energy: -9803.8478 eV
gap between HOMO and LUMO: 8.89 eV
total charge: -1
LUMO level: 4.28 eV

Structure (XYZ):
```
12
Properties=species:S:1:pos:R:3:forces:R:3:lowdin_charge:R:1
O -2.3508 0.2331 -1.3801 0.112 0.332 0.218 -0.134
H -0.4351 -0.2900 1.9782 -0.125 -0.242 -0.633 0.077
N 0.9528 -0.1234 0.0618 0.402 -0.648 -1.165 0.006
O 0.6338 -2.0164 2.1462 -0.094 0.192 -1.041 -0.132
C 0.5372 -0.8084 1.9152 0.736 1.013 2.719 -0.364
H -2.2377 -0.3123 -2.1590 -0.040 -0.151 -0.121 0.002
H -1.4524 0.6719 -1.3432 -0.466 -0.376 -0.215 -0.023
H 1.4908 1.7861 -0.5985 -0.076 -0.447 0.759 0.097
H 0.5733 -1.0056 -0.2875 -0.479 0.556 -0.465 0.058
C 0.8325 0.8943 -0.7630 0.177 0.749 -0.063 -0.505
O 0.0981 1.0831 -1.7671 0.051 -0.541 -0.164 -0.146
H 1.3577 -0.1126 2.1969 -0.198 -0.436 0.172 0.063
```
Positions in Å, forces in eV/Å.

=====

Record 3
C2H3N3O2 | ωB97M-V/def2-TZVPD

max |F|: 5.67 eV/A
calculated total energy: -10685.6705 eV
gap between HOMO and LUMO: 9.90 eV
LUMO level: 0.34 eV

Structure (XYZ):
```
10
Properties=species:S:1:pos:R:3:forces:R:3:lowdin_charge:R:1
O -2.2735 -0.6313 0.5957 2.483 2.240 -0.578 0.147
C -0.9987 -0.3119 0.1509 -4.669 1.480 2.855 -0.496
C 0.7439 0.7841 -0.2102 0.283 -1.037 1.361 -0.488
N -0.4916 0.8282 0.4071 -0.482 0.288 -0.271 0.210
H -2.3847 -1.5461 0.4844 -0.457 -2.177 -0.306 0.084
H 1.4702 -1.2555 -0.3732 -0.134 2.167 -0.963 0.178
N 0.8217 -0.5369 -0.8250 2.881 -1.721 -0.305 0.100
N 1.7367 1.5294 -0.1588 1.222 -0.188 -0.685 0.144
O -0.3663 -1.2062 -0.5034 -0.387 -1.099 -0.996 0.066
H 1.7426 2.3464 0.4327 -0.740 0.047 -0.112 0.055
```
Positions in Å, forces in eV/Å.

=====

Record 4
C21H19ClN2O7S | ωB97M-V/def2-TZVPD

max |F|: 0.99 eV/A
calculated total energy: -62756.5486 eV
gap between HOMO and LUMO: 9.18 eV
LUMO level: -0.39 eV

Structure (XYZ):
```
51
Properties=species:S:1:pos:R:3:forces:R:3:lowdin_charge:R:1
H 5.5278 1.7246 -0.2715 0.066 0.123 0.151 0.123
C -3.1716 -0.4502 -1.1609 -0.049 -0.106 -0.165 -0.370
H -2.1221 -2.8731 1.3153 0.116 -0.109 -0.162 0.134
C 2.3200 0.5282 -0.8545 0.670 -0.244 -0.251 -0.246
C 0.9495 2.3932 -0.2660 -0.045 -0.113 0.044 -0.071
O 3.7144 -1.4576 -1.8915 -0.253 -0.109 0.241 -0.269
H 4.2126 -2.1006 0.3977 -0.006 -0.086 0.187 0.123
C 1.3640 -0.3478 -0.3920 -0.192 -0.052 0.047 0.017
C -5.2032 2.5981 -0.1370 0.104 0.025 -0.113 -0.063
H 6.4600 -1.7861 1.3536 -0.061 -0.018 0.045 0.132
H 6.6134 1.7130 2.0633 0.002 -0.024 -0.125 0.130
C -2.7843 -2.8822 -0.7485 0.388 -0.072 0.230 -0.072
C -4.2302 1.8996 -0.8450 -0.036 -0.185 -0.059 -0.035
N 4.8225 -0.1919 -0.0529 -0.318 -0.057 -0.936 -0.236
H 0.7677 3.4551 -0.2205 -0.023 0.082 -0.001 0.109
O -5.0217 -2.4455 0.9827 -0.035 0.009 0.106 0.138
Cl -1.4534 2.1868 0.8739 -0.089 0.457 0.079 0.827
C -4.9503 -0.1039 0.3060 0.127 0.668 -0.256 -0.071
C -0.0179 1.5192 0.2218 0.309 -0.294 -0.072 -0.555
O -0.6743 -2.0331 0.0967 0.279 -0.045 -0.251 0.012
C -5.9148 0.5881 1.0077 0.085 -0.124 -0.044 0.013
C 5.2066 1.0693 0.5372 0.326 0.432 0.248 -0.174
H 3.5452 -0.8457 1.4903 0.056 -0.052 -0.007 0.132
C 6.3505 0.8040 1.5205 -0.130 0.187 -0.264 -0.182
H 7.2246 0.4372 0.9641 -0.032 0.064 0.030 0.132
C 0.1765 0.1347 0.1571 0.145 0.169 -0.063 -0.110
H -3.5811 2.3939 -1.5511 0.069 0.043 -0.053 0.119
H -1.1960 -3.9765 0.2419 -0.043 0.094 0.025 0.135
C 4.4344 -1.1765 0.9301 0.032 -0.440 0.408 -0.174
C 5.6045 -1.3648 1.9003 -0.243 -0.147 -0.208 -0.182
H -6.5515 0.0822 1.7164 -0.066 -0.050 0.073 0.123
O -1.7519 -0.5563 1.3979 0.167 -0.179 -0.057 0.090
H -3.4765 -3.7219 -0.6545 0.091 0.054 -0.054 0.136
O 4.5024 0.8528 -2.2930 -0.120 0.282 0.180 -0.274
H -2.3287 -2.8646 -1.7418 -0.104 -0.062 0.090 0.139
N -3.5322 -1.6596 -0.5810 0.042 -0.287 -0.202 0.038
C -0.8608 -0.8229 0.6310 -0.086 0.127 0.353 -0.464
H -6.7696 2.5258 1.3116 -0.059 0.047 0.036 0.106
C -1.6896 -3.0068 0.3178 -0.580 -0.280 0.067 -0.108
H -5.3133 3.6605 -0.2954 -0.022 0.085 -0.011 0.107
H 1.5341 -1.4090 -0.4750 -0.060 -0.107 0.004 0.129
H 4.3613 1.5268 1.0756 0.074 0.003 -0.016 0.132
C 2.1234 1.8973 -0.7998 -0.031 0.063 -0.033 -0.041
H 5.3258 -2.0300 2.7188 0.002 -0.021 -0.126 0.130
O -2.2629 -0.3021 -1.9399 0.014 0.108 0.002 0.141
S 3.8944 -0.1156 -1.4335 0.101 0.052 0.280 0.667
C -4.5695 -1.5339 0.3404 0.054 -0.156 -0.085 -0.355
H 2.8840 2.5510 -1.1966 0.033 0.155 -0.024 0.120
C -4.1159 0.5460 -0.6079 -0.575 0.139 0.412 -0.098
O 5.9686 -0.1402 2.4934 -0.032 0.050 0.209 -0.126
C -6.0280 1.9550 0.7729 -0.060 -0.093 0.091 -0.058
```
Positions in Å, forces in eV/Å.

=====

Record 5
C4H10OSi | ωB97M-V/def2-TZVPD

max |F|: 3.79 eV/A
calculated total energy: -14232.1282 eV
gap between HOMO and LUMO: 8.17 eV
LUMO level: -0.20 eV

Structure (XYZ):
```
16
Properties=species:S:1:pos:R:3:forces:R:3:lowdin_charge:R:1
H -1.0685 3.6948 2.4973 -1.219 -0.761 -0.459 0.095
C 0.2665 -2.3121 -0.4621 -0.201 0.185 -0.090 -0.189
C 1.1379 -1.9787 -1.6628 1.256 0.335 1.326 -0.179
O -2.2418 2.4916 1.0333 -0.678 -0.729 1.104 -0.537
H -0.1279 -3.3345 -0.5886 -0.169 0.767 0.581 0.098
C 1.7522 -2.2272 -0.2618 -0.151 3.783 -0.176 -0.193
H 2.0877 -1.1838 0.1426 -0.516 -2.276 -0.306 0.121
Si -2.1597 1.0650 0.2668 -1.073 -0.874 -0.349 0.696
H -0.4915 3.4011 0.8569 -0.232 0.410 0.606 0.076
H 1.3532 -0.9724 -2.0253 -0.627 -0.281 0.025 0.085
H 2.4484 -3.0085 -0.0993 0.137 -0.811 0.206 0.068
H -0.3595 -1.5088 0.0592 0.834 -1.506 -1.077 0.059
H 1.4341 -2.7662 -2.3272 -0.565 -0.248 -0.492 0.077
H -1.9000 4.4610 1.0035 0.565 -0.727 1.101 0.101
H -0.7001 0.6473 0.1145 0.558 0.635 0.260 -0.178
C -1.4307 3.5313 1.4528 2.081 2.098 -2.260 -0.199
```
Positions in Å, forces in eV/Å.